The following is a quantum chemistry calculation of a 16-piece molecular cluster, C32H96O16 overall at a distorted geometry, from the Open Molecules 2025 dataset.

```
144
Properties=species:S:1:pos:R:3:forces:R:3:mulliken_charge:R:1
C -0.06056 4.29258 -5.22711 -0.7 1.2 0.4 -0.90
C 0.06645 3.59959 -6.54729 -0.3 0.0 0.3 -0.26
O 0.50775 2.29245 -6.22742 0.2 -0.6 -0.8 -0.49
H -0.31627 5.34861 -5.31373 0.3 0.3 -0.2 0.34
H 0.85565 4.17065 -4.64934 -0.1 0.1 0.0 0.25
H -0.91093 3.91777 -4.65748 0.1 -0.5 0.1 0.27
H 0.75346 4.10603 -7.22525 0.4 -0.3 0.2 0.27
H -0.88069 3.54839 -7.08434 -0.2 0.1 0.0 0.24
H -0.29377 1.80551 -6.02233 0.1 -0.3 0.1 0.29
C 0.66086 6.90926 1.15706 -0.8 0.9 0.0 -0.89
C 0.75614 7.93456 2.32837 0.9 -1.3 -0.4 -0.27
O 1.03943 9.24488 1.83634 -0.3 -0.4 0.3 -0.52
H 1.61328 6.78063 0.64282 0.2 -0.1 0.3 0.24
H -0.00593 7.32749 0.40303 -0.1 0.1 0.0 0.27
H 0.21957 5.94143 1.39511 0.3 0.0 0.4 0.31
H 1.58232 7.61634 2.96420 0.2 0.0 0.1 0.22
H -0.08111 7.90856 3.02582 -0.4 0.4 -0.6 0.31
H 1.98019 9.22187 1.64653 0.0 0.3 -0.1 0.31
C -5.30253 6.13522 -2.63981 -1.2 0.5 0.6 -0.99
C -6.38944 5.77214 -1.56212 1.4 1.0 -0.4 -0.21
O -5.96501 4.61793 -0.93060 0.3 -2.1 0.4 -0.51
H -4.34497 6.39560 -2.18884 -0.2 -0.1 0.3 0.27
H -5.66501 7.02802 -3.14934 0.1 0.1 -0.2 0.33
H -5.09293 5.38172 -3.39903 -0.4 -0.3 0.2 0.28
H -7.41182 5.69454 -1.93199 0.0 0.0 -0.5 0.29
H -6.38284 6.50314 -0.75360 -0.2 0.9 -0.5 0.27
H -6.51812 4.45277 -0.16354 0.0 -0.1 0.0 0.29
C -3.82076 4.33989 5.00850 0.3 0.1 0.6 -1.02
C -2.61640 3.83987 5.79484 0.1 0.0 0.0 -0.14
O -2.30090 4.84457 6.75511 -0.2 0.3 0.0 -0.53
H -3.62391 5.33356 4.60605 0.1 -0.1 -0.1 0.29
H -4.60843 4.44588 5.75444 -0.3 0.0 -0.3 0.27
H -4.11819 3.66169 4.20869 0.0 0.0 0.1 0.33
H -1.74926 3.63299 5.16765 0.1 0.1 -0.2 0.28
H -2.87123 2.90876 6.30099 -0.1 -0.2 0.1 0.23
H -1.50170 4.63151 7.24244 0.0 -0.2 -0.1 0.29
C -4.16246 -5.40805 0.30329 -0.4 0.2 -0.2 -1.09
C -3.16238 -6.01053 1.24885 -0.2 -0.4 -0.3 -0.06
O -3.32417 -7.41357 1.13358 -0.2 -0.6 -0.4 -0.53
H -3.98927 -4.33622 0.20687 -0.2 0.1 0.1 0.32
H -5.16978 -5.61668 0.66368 -0.1 0.2 -0.1 0.29
H -4.08963 -5.83254 -0.69801 0.2 -0.1 0.0 0.30
H -3.41314 -5.71447 2.26746 0.4 0.3 0.1 0.23
H -2.17934 -5.67860 0.91485 0.3 -0.1 0.5 0.25
H -2.73478 -7.94666 1.67213 0.2 0.4 0.2 0.29
C 4.88541 3.24764 5.20327 -0.2 -0.5 -0.2 -1.05
C 3.90991 2.22942 4.60993 0.7 0.0 0.4 -0.09
O 3.20064 1.60402 5.66637 -0.2 0.1 0.2 -0.52
H 4.36125 4.11176 5.61150 0.1 0.0 -0.1 0.28
H 5.61518 3.53232 4.44532 -0.2 0.3 -0.1 0.33
H 5.46035 2.76965 5.99642 -0.1 0.0 0.1 0.29
H 4.49154 1.45993 4.10228 0.0 0.0 -0.4 0.24
H 3.22409 2.70260 3.90719 0.0 0.0 -0.1 0.24
H 2.89160 0.75043 5.35417 -0.1 0.0 0.0 0.29
C 7.50386 -2.51727 0.79452 -0.4 -0.6 -0.7 -1.04
C 7.24230 -1.92932 -0.59536 -0.9 -0.2 0.8 -0.15
O 5.80387 -1.70376 -0.71036 0.8 0.0 0.2 -0.52
H 7.25887 -1.82077 1.59637 0.2 0.0 -0.1 0.28
H 8.51209 -2.92302 0.87782 0.2 0.5 0.1 0.36
H 6.87124 -3.40091 0.87874 -0.2 0.0 0.2 0.24
H 7.50269 -2.65549 -1.36541 0.4 0.2 0.0 0.30
H 7.78240 -0.98645 -0.68130 0.0 0.0 -0.4 0.26
H 5.63882 -1.43920 -1.61830 -0.1 0.1 -0.1 0.27
C -6.98937 -1.43342 3.93766 0.2 0.2 -0.9 -1.05
C -6.76584 -0.81248 5.28444 -0.3 -0.3 0.1 -0.10
O -7.43560 -1.62103 6.23819 -0.3 0.3 0.7 -0.52
H -6.60366 -2.45264 3.91541 0.0 -0.1 0.0 0.32
H -6.50326 -0.90354 3.11850 0.2 0.1 0.0 0.31
H -8.05005 -1.45632 3.68756 0.0 -0.1 0.2 0.29
H -7.21253 0.18052 5.33456 -0.1 0.0 0.1 0.24
H -5.71768 -0.70735 5.56442 0.2 -0.1 -0.2 0.22
H -7.27169 -2.54801 6.04994 0.1 0.0 -0.1 0.29
C -0.50568 -2.70663 6.99169 0.0 0.7 -0.1 -1.14
C -0.64306 -2.96858 5.48575 0.0 0.5 0.7 -0.07
O 0.29204 -2.11634 4.82750 0.1 0.0 0.3 -0.52
H -1.22943 -3.26404 7.58632 0.3 -0.5 -0.1 0.35
H -0.72123 -1.67293 7.26206 -0.2 0.3 -0.5 0.29
H 0.52391 -2.79124 7.33939 0.0 -0.7 0.0 0.31
H -1.66556 -2.73180 5.19159 -0.1 0.1 -0.2 0.24
H -0.47698 -4.02235 5.26197 0.2 -0.1 -0.1 0.26
H 0.26724 -2.19182 3.87079 -0.3 -0.2 0.0 0.28
C -3.02727 -3.67106 -5.55757 0.7 -0.9 0.8 -0.90
C -2.46126 -2.60468 -4.65362 -0.8 0.9 0.6 -0.18
O -2.78080 -1.31960 -5.18096 0.8 0.6 -0.3 -0.51
H -2.86959 -3.42143 -6.60683 -0.3 0.1 0.1 0.28
H -4.05311 -3.90544 -5.27329 -0.2 0.3 -0.5 0.27
H -2.47559 -4.58775 -5.34916 0.0 -0.3 -0.2 0.30
H -1.39619 -2.68331 -4.43555 0.2 0.2 -0.8 0.23
H -2.86577 -2.61322 -3.64149 -0.4 -0.6 0.1 0.22
H -3.65870 -1.03485 -4.91678 -0.1 -0.2 0.2 0.28
C -1.25738 0.59209 0.13504 0.4 0.2 0.0 -1.07
C 0.07325 0.06878 -0.46016 -1.1 2.8 -0.4 -0.15
O 0.46220 -1.11631 0.07374 0.6 -2.0 0.9 -0.49
H -1.13237 0.75678 1.20525 0.1 -0.5 0.2 0.28
H -2.15562 -0.00398 -0.02610 0.2 -0.3 -0.1 0.28
H -1.48957 1.60625 -0.19005 0.2 0.0 -0.6 0.35
H 0.81204 0.82818 -0.20403 0.2 0.4 0.1 0.22
H 0.12661 0.01778 -1.54765 -0.7 0.1 -0.3 0.29
H 1.38030 -1.17438 -0.20072 0.2 -0.7 0.3 0.30
C 5.76268 1.15855 -7.18156 0.6 0.0 -0.5 -1.13
C 5.82970 0.04865 -6.15148 -1.8 1.4 0.8 -0.11
O 4.66322 0.28535 -5.23002 1.8 -0.8 -0.3 -0.50
H 4.87781 1.06515 -7.81115 0.1 0.0 -0.1 0.34
H 6.66023 1.18077 -7.79963 -0.1 -0.4 -0.4 0.34
H 5.76326 2.16215 -6.75625 -0.2 -0.2 0.5 0.30
H 6.76086 0.14690 -5.59346 -0.3 -0.1 0.4 0.26
H 5.77843 -0.95884 -6.56433 -0.1 0.1 -0.1 0.22
H 3.92277 0.59719 -5.75546 0.0 0.0 -0.2 0.27
C 3.83768 -7.02298 4.50977 -0.1 0.0 -0.2 -1.11
C 3.47127 -6.87365 3.03234 0.3 -0.2 1.7 -0.09
O 4.52202 -7.46774 2.29258 -0.5 0.3 -0.4 -0.51
H 4.76907 -6.52899 4.78651 -0.1 0.2 -0.1 0.31
H 3.95501 -8.08209 4.73918 0.0 0.0 0.0 0.28
H 3.00461 -6.65068 5.10600 0.1 0.1 0.2 0.33
H 3.29037 -5.82857 2.78097 0.2 0.1 -0.2 0.28
H 2.51119 -7.38687 2.97816 -0.1 -0.3 -0.8 0.20
H 4.42666 -7.13654 1.39658 0.2 -0.2 -0.3 0.29
C 5.94783 3.78028 -0.56662 0.7 0.5 -0.9 -0.96
C 6.90870 4.10940 -1.74327 -1.4 -1.0 -0.1 -0.21
O 8.20403 4.35394 -1.31362 0.9 0.5 0.5 -0.52
H 5.01542 3.45792 -1.03007 -0.2 0.1 0.2 0.31
H 5.79037 4.67723 0.03238 -0.1 0.0 0.0 0.28
H 6.30634 2.98879 0.09150 0.2 0.0 -0.2 0.28
H 6.50360 4.91597 -2.35436 -0.1 0.5 0.3 0.29
H 6.92552 3.28056 -2.45096 -0.1 -0.5 0.0 0.22
H 8.68132 4.74140 -2.05096 0.2 0.0 0.1 0.31
C 2.20141 -7.30040 -3.07018 -0.6 0.7 -0.3 -1.04
C 2.84944 -5.93400 -3.24819 0.9 -0.7 0.5 -0.12
O 3.71915 -5.71560 -2.13183 -0.3 0.3 0.4 -0.50
H 2.91261 -8.08741 -2.81938 0.0 0.1 -0.2 0.30
H 1.65663 -7.50061 -3.99281 0.1 -0.5 -0.1 0.33
H 1.43567 -7.26343 -2.29535 0.1 0.0 0.2 0.27
H 2.11205 -5.13568 -3.33212 -0.1 0.0 -0.1 0.26
H 3.52164 -5.93913 -4.10622 -0.4 0.1 -0.5 0.23
H 3.73771 -4.77345 -1.94850 0.2 0.0 0.1 0.28
C -8.25153 -0.85937 -4.28307 0.6 0.6 0.5 -1.01
C -7.71621 0.11252 -3.20114 -0.3 -0.9 -0.5 -0.20
O -6.44811 0.65914 -3.55161 -0.2 0.0 -0.3 -0.50
H -9.29936 -1.11271 -4.12193 0.0 0.2 0.1 0.34
H -7.70142 -1.79949 -4.24222 0.1 0.1 -0.2 0.24
H -8.14962 -0.39000 -5.26154 0.0 -0.1 0.0 0.29
H -7.55675 -0.44654 -2.27912 -0.5 0.0 0.3 0.25
H -8.42729 0.92617 -3.05816 -0.1 0.0 0.2 0.30
H -6.34274 1.37190 -2.91720 0.5 0.2 -0.1 0.28
```
Positions in Å, forces in eV/Å.

## Properties
Molar mass in g/mol: 737.10
HOMO-LUMO gap in Eh: 0.370
Energy relative to the best compared isomer or geometry (same formula, charge and spin) in kcal per mole: 128.44